Below is a molecular structure, C30H38ClIrN3OSi3, with properties calculated with wB97M-V/def2-TZVPD.

Strongest force on any atom in eV/A: 0.5
HOMO (alpha / beta) in eV: -8.6 / -10.8
2S+1: 5
LUMO (alpha / beta) in hartree: -0.11338 / -0.21112
Frontier orbital gap (alpha / beta) in eV: 5.5 / 5.1
Calculated total energy in Ha: -2838.3324
Total charge: +1

Each line ends with the Löwdin charge.
Geometry (Å):
Ir: 0.40257 0.88598 -0.67394  1.417
Cl: -4.11395 -0.47128 -6.18196  0.802
C: -3.21825 0.14545 -4.87723  -0.628
C: -3.70638 1.28228 -4.19629  -0.085
C: -2.95892 1.75679 -3.16159  0.024
C: -1.73567 1.14396 -2.76161  -0.310
O: -1.10106 1.71928 -1.79711  -0.180
C: -1.25634 -0.06191 -3.45040  -0.147
C: -0.07550 -0.78170 -3.13771  -0.100
N: 0.77144 -0.47968 -2.13699  -0.101
C: 2.06495 -0.96505 -2.13496  -0.242
C: 2.57448 -1.99870 -2.90140  -0.001
C: 3.92800 -2.36343 -2.79359  -0.052
C: 4.79050 -1.70407 -1.96020  -0.020
C: 4.31282 -0.62556 -1.17860  -0.148
C: 5.12229 0.13506 -0.31042  0.030
C: 4.58288 1.17326 0.40434  -0.024
C: 3.22156 1.45223 0.27857  -0.113
N: 2.42924 0.73874 -0.51122  -0.054
C: 2.95360 -0.28151 -1.26139  -0.169
C: -2.02954 -0.49670 -4.51848  -0.043
H: -4.63228 1.74361 -4.50424  0.114
H: -3.26477 2.62923 -2.59897  0.135
H: 0.19831 -1.56835 -3.82717  0.113
H: 1.93748 -2.55903 -3.57011  0.109
H: 4.28941 -3.18988 -3.39126  0.116
H: 5.83102 -1.99118 -1.88995  0.120
H: 6.17419 -0.10728 -0.22099  0.131
H: 5.18592 1.77734 1.06706  0.120
H: 2.75527 2.25461 0.83401  0.115
H: -1.72034 -1.36657 -5.08254  0.122
C: 1.91713 -2.49972 0.85978  -0.150
Si: 0.06825 -2.19537 1.03423  0.396
C: -0.36515 -2.91047 2.72012  -0.165
C: -0.74511 -3.24454 -0.28780  -0.163
C: -0.48790 -0.38987 0.99740  -0.524
Si: -2.37096 -0.22427 0.81732  0.397
C: -2.92339 1.57181 0.93335  -0.167
C: -3.04813 -0.95274 -0.77942  -0.156
C: -3.33199 -1.15183 2.14069  -0.167
Si: 0.08141 0.53416 2.51158  0.442
C: -0.98469 0.49445 4.05050  -0.163
C: 1.81580 0.17053 3.12713  -0.156
C: 0.09508 2.34738 1.93918  -0.288
C: -0.01058 3.46069 2.76608  -0.039
C: -0.04088 4.73393 2.22387  -0.031
C: 0.02977 4.87831 0.84522  -0.030
C: 0.13937 3.74587 0.06660  -0.115
N: 0.18052 2.51638 0.60320  -0.141
H: 2.12264 -3.44722 1.36735  0.048
H: 2.55652 -1.74420 1.31720  0.018
H: 2.21840 -2.63299 -0.17859  0.019
H: -0.07402 -3.96461 2.74801  0.044
H: -1.42643 -2.85155 2.95804  0.018
H: 0.18547 -2.40929 3.52104  0.021
H: -0.19902 -4.18811 -0.37496  0.043
H: -0.72998 -2.75680 -1.26523  0.014
H: -1.78199 -3.48712 -0.04693  0.030
H: -2.44642 2.23010 0.20692  0.009
H: -2.75498 1.98775 1.93022  0.028
H: -4.00235 1.60637 0.75396  0.045
H: -2.32162 -1.03977 -1.58389  0.003
H: -3.88789 -0.34650 -1.13241  0.045
H: -3.42930 -1.95800 -0.59167  0.038
H: -3.01389 -0.97005 3.16530  0.016
H: -3.30725 -2.22863 1.96031  0.031
H: -4.37812 -0.83869 2.05710  0.047
H: -1.07454 -0.52597 4.42962  0.037
H: -1.98924 0.88936 3.89998  0.031
H: -0.50243 1.08428 4.83567  0.041
H: 1.88288 -0.82443 3.57164  0.039
H: 2.05869 0.89445 3.91067  0.047
H: 2.58302 0.23909 2.35753  0.000
H: -0.08274 3.31898 3.83690  0.112
H: -0.12500 5.60381 2.86229  0.119
H: -0.00055 5.85077 0.37452  0.116
H: 0.18866 3.79835 -1.01328  0.114

Forces on atoms 1 to 6 (eV/Å):
Ir 0.0 -0.3 0.4
Cl 0.0 0.0 0.0
C -0.1 0.1 0.0
C 0.0 -0.1 -0.1
C 0.0 0.0 0.0
C 0.1 0.0 0.0